No. 1
C68H187N9O30 | ωB97M-V/def2-TZVPD

```
294
Properties=species:S:1:pos:R:3:forces:R:3
C 16.712 38.893 10.670 1.1 0.0 -0.1
O 17.408 38.033 9.772 0.0 -0.3 -0.2
C 18.031 36.898 10.379 0.1 0.6 0.6
C 18.905 36.135 9.393 0.2 -0.7 0.2
N 19.467 34.893 9.937 0.1 0.9 1.2
C 20.215 34.129 8.951 -0.8 0.0 1.1
C 20.690 32.819 9.554 -1.4 0.1 -0.4
O 19.491 32.015 9.680 0.8 1.1 -0.4
C 19.728 30.776 10.278 0.0 -0.2 -0.5
H 15.905 38.398 11.210 -0.2 -0.1 -0.1
H 16.372 39.772 10.121 -0.3 -0.4 -0.3
H 17.419 39.306 11.388 0.1 -0.1 0.4
H 17.270 36.317 10.898 -0.2 -0.5 -0.3
H 18.710 37.212 11.172 0.1 0.3 0.3
H 19.786 36.748 9.203 -0.3 0.3 -0.6
H 18.362 35.885 8.482 -0.2 0.5 -0.4
H 18.770 34.352 10.429 0.0 -0.3 -0.3
H 21.057 34.746 8.635 0.0 -0.1 -0.3
H 19.494 33.901 8.167 0.5 -0.2 -0.8
H 21.138 32.989 10.533 0.1 0.0 0.1
H 21.395 32.349 8.869 0.1 -0.3 0.1
H 19.729 30.883 11.363 0.1 -0.3 0.2
H 20.672 30.371 9.913 0.2 -0.3 0.2
H 18.941 30.112 9.923 -0.1 -0.1 0.4
C 14.883 22.612 9.919 -0.3 1.2 0.3
O 13.582 23.270 10.043 1.2 -0.6 -1.0
C 13.289 23.911 8.778 -1.1 -0.4 1.7
C 11.868 24.531 8.907 1.5 -1.3 -0.3
N 11.375 24.737 7.586 0.8 1.5 -0.7
C 10.170 25.509 7.579 -1.4 -0.4 -0.5
C 9.352 25.371 6.317 -0.1 0.7 0.0
O 8.711 24.146 6.395 -0.1 -1.9 -0.2
C 7.580 23.933 5.573 -0.3 0.5 1.1
H 14.936 21.980 9.032 -0.1 0.0 -0.1
H 15.188 22.034 10.791 -0.7 0.0 0.2
H 15.601 23.430 9.857 0.4 -0.1 -0.4
H 13.331 23.110 8.040 -0.2 0.2 -0.5
H 14.020 24.683 8.537 0.2 0.0 0.0
H 11.954 25.458 9.475 -0.3 0.0 0.0
H 11.213 23.806 9.388 0.1 0.0 0.8
H 11.346 23.859 7.087 -0.5 0.1 -0.1
H 10.229 26.579 7.777 1.0 0.1 0.1
H 9.472 25.140 8.330 -0.2 -0.1 0.5
H 9.929 25.506 5.403 0.3 -0.2 -0.2
H 8.621 26.180 6.323 -0.3 0.2 0.0
H 6.908 24.753 5.827 -0.2 0.5 -1.0
H 6.981 23.101 5.942 0.6 -0.5 0.1
H 7.818 23.764 4.523 -0.1 0.4 -0.1
C 22.459 28.784 16.845 -0.3 -0.4 0.0
O 22.777 28.262 15.580 -0.1 -0.8 -0.8
C 22.067 27.026 15.222 0.6 1.0 1.3
C 22.314 25.843 16.163 -0.8 -0.7 -1.0
N 23.593 25.168 16.058 0.8 1.0 -0.3
C 24.723 25.989 16.544 0.5 -0.8 -0.4
C 25.985 25.123 16.405 0.0 0.4 0.3
O 27.153 25.730 16.954 0.3 0.9 -0.7
C 27.570 26.903 16.175 -0.4 -1.1 0.2
H 23.023 29.705 16.994 0.0 -0.1 -0.1
H 22.688 28.075 17.640 0.3 0.0 0.2
H 21.391 28.986 16.924 -0.2 0.2 0.0
H 22.340 26.830 14.185 0.2 -0.2 0.1
H 20.994 27.213 15.250 -0.2 0.1 0.0
H 21.601 25.105 15.795 -0.4 -0.1 0.0
H 21.995 25.994 17.194 0.1 0.6 0.2
H 23.543 24.374 16.680 0.0 -0.3 0.1
H 24.572 26.284 17.582 0.2 0.0 0.2
H 24.868 26.907 15.975 -0.4 -0.1 -0.2
H 26.173 24.818 15.376 -0.1 0.4 -0.4
H 25.797 24.164 16.889 0.3 0.0 0.6
H 26.928 27.761 16.374 -0.1 0.0 0.0
H 27.544 26.653 15.114 -0.3 0.0 -0.2
H 28.607 27.185 16.360 -0.1 -0.4 0.6
C 21.590 18.662 10.753 0.4 0.5 -0.8
O 20.906 19.782 11.321 0.5 -0.8 -0.9
C 20.744 19.599 12.700 -0.2 0.0 0.7
C 20.108 20.845 13.270 0.3 1.0 -0.4
N 19.401 20.742 14.529 -0.3 0.3 -0.1
C 19.186 22.063 15.126 -0.2 -0.5 1.2
C 18.412 21.861 16.426 -0.1 -0.2 -0.6
O 18.009 23.137 16.863 -0.2 0.7 1.2
C 17.311 23.133 18.123 0.4 -0.9 -0.6
H 21.773 18.834 9.693 -0.7 0.3 -0.2
H 21.050 17.722 10.864 -0.1 0.1 0.3
H 22.626 18.576 11.083 0.0 -0.1 0.9
H 21.753 19.480 13.094 0.0 -0.3 0.5
H 20.116 18.731 12.899 0.0 -0.3 0.1
H 19.386 21.211 12.541 0.1 0.1 -0.2
H 20.907 21.573 13.407 0.1 0.4 -0.4
H 19.950 20.220 15.197 -0.1 -0.2 0.2
H 18.603 22.803 14.577 0.2 -0.4 -0.7
H 20.148 22.495 15.402 0.2 0.5 -0.2
H 19.032 21.309 17.132 0.1 0.2 0.5
H 17.546 21.226 16.237 -0.3 0.0 -0.1
H 16.423 22.510 18.015 -0.3 0.2 0.1
H 17.069 24.140 18.464 0.0 0.0 -0.5
H 17.920 22.670 18.899 0.2 -0.1 0.1
C 31.325 24.232 10.117 -0.9 0.3 0.6
O 30.076 24.815 9.830 -0.7 1.1 -0.7
C 30.199 26.081 9.130 -0.3 -0.4 0.8
C 28.789 26.701 8.986 1.2 -0.9 -0.2
N 28.273 27.111 10.291 0.2 0.0 -0.6
C 27.033 27.892 10.249 0.6 -0.9 1.3
C 26.391 27.844 11.686 -0.5 0.4 -1.7
O 26.239 26.488 12.144 0.7 1.7 -0.4
C 25.064 26.328 12.900 0.0 -1.5 0.1
H 31.782 23.845 9.205 0.5 0.3 0.0
H 31.140 23.391 10.785 0.0 0.0 0.0
H 31.833 25.011 10.685 1.1 -0.3 -0.2
H 30.808 25.934 8.238 -0.7 -0.2 -0.8
H 30.814 26.816 9.649 0.0 -0.1 0.9
H 28.168 25.927 8.535 -0.3 0.0 -0.3
H 28.922 27.515 8.274 -0.4 0.3 0.2
H 28.108 26.248 10.790 -0.1 0.0 0.3
H 26.295 27.522 9.537 -0.2 -0.4 -0.1
H 27.318 28.885 9.901 -0.3 0.3 0.4
H 25.408 28.294 11.548 -0.4 -0.1 0.0
H 26.862 28.526 12.394 0.7 -0.5 0.3
H 24.781 27.167 13.536 0.1 0.2 -0.1
H 25.244 25.460 13.533 0.0 0.1 0.3
H 24.259 25.981 12.252 -0.4 0.6 -0.2
C 8.316 22.929 13.173 1.1 -0.2 0.6
O 9.382 23.871 13.230 0.4 0.2 -0.6
C 10.638 23.259 12.826 -0.3 1.0 1.3
C 11.813 24.241 13.161 -0.7 -1.0 -1.0
N 13.098 23.562 12.834 -0.2 0.1 0.5
C 14.291 24.320 13.176 -1.0 0.4 0.8
C 14.421 25.656 12.470 0.3 1.0 1.0
O 13.590 26.691 13.046 0.0 0.9 -0.5
C 13.841 27.968 12.384 0.1 -1.3 0.6
H 8.512 22.210 13.970 -0.1 -0.5 0.0
H 8.355 22.411 12.215 -0.5 0.0 -0.1
H 7.348 23.368 13.413 0.2 0.4 -0.4
H 10.605 22.978 11.773 0.1 0.1 -0.2
H 10.743 22.363 13.436 0.3 -0.3 -0.1
H 11.717 24.524 14.209 0.4 -0.4 0.2
H 11.676 25.184 12.633 0.0 0.0 -0.3
H 13.215 23.418 11.842 -0.9 -0.2 -0.3
H 15.182 23.708 13.038 0.1 0.1 -0.4
H 14.238 24.477 14.253 0.2 0.4 0.2
H 14.192 25.609 11.405 0.2 -0.3 -0.2
H 15.436 25.998 12.674 0.5 -0.1 -0.6
H 14.892 28.238 12.488 0.3 -0.1 -0.1
H 13.283 28.780 12.851 -0.4 -0.4 0.1
H 13.596 27.883 11.325 -0.1 0.1 -0.1
C 19.073 26.293 6.541 0.5 0.4 -1.1
O 19.836 26.561 5.350 -0.2 0.3 0.1
C 21.225 26.260 5.527 0.1 -0.3 -0.4
C 22.086 26.780 4.347 0.1 -0.7 0.1
N 22.273 25.828 3.208 -1.8 0.1 1.9
C 22.937 26.422 2.109 0.7 -0.3 -1.3
C 23.013 25.456 0.920 0.2 0.3 0.0
O 21.727 25.199 0.455 -1.7 -0.5 -0.3
C 21.648 24.200 -0.549 0.9 0.2 -0.2
H 19.249 27.092 7.261 0.4 -0.3 0.5
H 19.311 25.278 6.861 -0.1 0.1 0.6
H 18.006 26.366 6.327 0.1 -0.2 -0.5
H 21.292 25.177 5.631 0.3 -0.3 -0.1
H 21.603 26.679 6.460 -0.1 0.3 0.1
H 23.100 27.001 4.681 -0.1 0.2 0.4
H 21.605 27.706 4.034 0.1 0.3 -0.2
H 21.318 25.718 2.900 -0.3 -0.8 -0.3
H 23.964 26.654 2.392 0.1 0.3 0.0
H 22.415 27.316 1.769 0.2 0.5 -0.2
H 23.506 24.522 1.190 0.2 -0.1 0.2
H 23.548 25.911 0.086 0.6 0.2 0.0
H 20.685 24.158 -1.059 -0.2 0.2 0.6
H 21.936 23.213 -0.188 -0.3 -0.2 0.4
H 22.373 24.396 -1.339 0.2 0.3 -0.2
C 25.113 28.654 19.840 0.4 -0.7 0.1
O 25.391 27.276 19.587 0.2 -0.3 0.4
C 25.841 26.517 20.712 0.2 -0.7 0.3
C 25.928 24.993 20.397 0.5 2.8 -0.7
N 24.627 24.433 20.254 -0.2 -0.9 0.1
C 24.756 23.080 19.765 -2.3 -0.7 0.3
C 23.280 22.510 19.645 2.2 -0.1 -0.2
O 22.631 23.191 18.578 1.2 0.4 1.0
C 21.358 22.757 18.346 -1.8 -0.5 -1.3
H 25.108 29.163 18.876 -0.2 -0.1 0.1
H 25.888 29.113 20.454 0.2 0.0 0.1
H 24.166 28.775 20.367 -0.2 0.0 -0.1
H 25.207 26.663 21.586 -0.5 0.0 0.0
H 26.831 26.799 21.073 0.3 0.5 -0.4
H 26.587 24.540 21.138 -0.6 -0.3 0.4
H 26.494 24.928 19.467 0.3 0.0 -0.4
H 24.103 24.915 19.537 0.0 0.6 0.1
H 25.331 22.527 20.507 -0.1 -0.3 -0.1
H 25.242 23.004 18.793 0.2 0.0 -0.2
H 22.843 22.616 20.638 -0.6 0.4 -0.2
H 23.315 21.447 19.406 0.0 -0.3 -0.1
H 20.973 23.259 17.458 0.0 0.5 0.1
H 20.625 22.884 19.143 0.2 0.3 0.4
H 21.280 21.718 18.025 0.4 -0.6 0.3
C 9.999 29.037 21.099 0.8 0.4 -0.3
O 11.150 28.377 20.554 -0.8 -0.7 -0.2
C 12.415 28.641 21.131 -0.1 1.3 0.3
C 13.557 28.068 20.293 -1.1 0.3 0.0
N 13.550 26.609 20.399 1.3 0.5 0.7
C 14.695 25.990 19.681 -2.0 0.0 -0.8
C 14.384 25.873 18.195 1.8 0.2 -1.3
O 14.583 27.139 17.542 -0.1 0.1 -0.3
C 14.486 27.128 16.112 -0.7 0.1 0.3
H 9.806 28.793 22.144 0.0 -0.3 0.0
H 9.125 28.870 20.471 0.2 -0.7 0.1
H 10.088 30.122 21.043 0.5 0.3 0.1
H 12.514 28.347 22.176 -0.3 -0.7 0.1
H 12.478 29.727 21.206 0.5 0.4 -0.3
H 14.487 28.540 20.609 0.1 -0.3 0.1
H 13.374 28.326 19.250 0.2 0.5 -0.1
H 12.663 26.422 19.953 0.0 -1.0 -0.1
H 14.893 24.984 20.053 -0.2 -0.1 0.2
H 15.637 26.528 19.780 -0.3 0.4 0.2
H 13.447 25.414 17.881 -0.5 0.2 0.5
H 15.142 25.207 17.783 0.3 -0.4 -0.2
H 15.272 26.589 15.584 0.2 -0.4 0.3
H 14.505 28.146 15.724 0.3 0.2 0.5
H 13.514 26.770 15.774 -0.1 -0.5 0.1
C 21.297 26.117 9.513 0.5 1.6 0.6
O 21.937 27.336 9.038 -0.5 -1.4 -1.1
H 20.859 26.404 10.469 -0.5 -0.4 0.1
H 20.523 25.797 8.816 0.2 0.1 0.1
H 22.001 25.316 9.738 0.2 -0.1 -0.4
H 22.248 27.874 9.770 0.0 -0.1 0.4
C 22.563 29.450 12.235 0.1 -0.3 -0.6
O 22.811 29.083 10.855 -0.3 0.1 0.8
H 23.429 29.204 12.851 0.1 0.4 0.1
H 22.238 30.489 12.287 0.3 0.1 0.2
H 21.748 28.844 12.631 0.0 -0.1 -0.4
H 23.515 29.615 10.477 0.1 0.1 0.2
C 19.175 25.154 13.008 -0.1 0.5 -0.1
O 18.050 24.591 12.314 0.7 0.1 0.7
H 19.720 25.831 12.350 0.1 0.1 -0.2
H 18.848 25.762 13.851 -0.1 -0.1 0.3
H 19.919 24.439 13.362 -0.3 -0.4 -0.1
H 18.058 25.055 11.474 -0.2 -0.4 -0.6
C 18.981 22.328 10.037 0.0 -0.1 1.0
O 19.517 21.172 9.469 -0.6 0.0 -2.1
H 17.964 22.220 10.415 -0.2 -0.6 0.6
H 19.652 22.596 10.853 -0.3 0.8 0.1
H 18.801 23.164 9.361 1.0 -0.2 -0.5
H 19.939 20.579 10.095 -0.1 0.3 0.7
C 14.217 21.810 15.673 1.0 0.4 -1.4
O 13.531 21.232 14.540 0.4 -0.5 2.1
H 13.856 22.795 15.969 -0.8 -0.2 0.3
H 14.418 21.161 16.525 -1.0 -0.4 -0.1
H 15.237 22.057 15.380 0.5 0.0 -0.3
H 13.451 21.926 13.881 -0.3 0.7 -0.5
C 16.247 19.836 13.552 0.6 -0.1 0.7
O 17.545 19.283 13.298 -1.8 -0.7 -1.3
H 15.382 19.237 13.268 0.5 -0.5 -0.3
H 16.196 19.933 14.636 -0.5 0.4 0.1
H 16.092 20.807 13.081 0.2 0.3 0.0
H 18.144 19.853 13.786 0.6 0.3 0.7
C 18.264 26.804 17.257 0.9 -0.5 -1.1
O 19.124 25.771 16.691 -0.5 1.0 0.6
H 17.378 26.921 16.634 -0.3 -0.2 0.3
H 18.049 26.562 18.298 -0.2 0.3 0.0
H 18.799 27.746 17.139 0.1 0.0 0.4
H 18.710 24.945 16.950 0.1 -0.6 -0.4
C 17.698 29.433 13.615 -0.6 0.0 1.0
O 17.446 29.775 15.004 0.7 -0.1 -0.6
H 18.685 28.999 13.455 0.0 0.1 0.5
H 16.951 28.671 13.394 0.1 0.0 -0.7
H 17.619 30.332 13.004 -0.2 -0.1 -0.3
H 16.551 30.124 15.003 0.0 0.1 0.2
C 23.351 22.782 12.877 1.1 1.1 0.0
O 22.534 23.559 13.740 -1.0 -0.9 -0.6
H 23.837 23.433 12.150 0.0 0.2 -0.3
H 24.192 22.372 13.435 -0.1 -0.6 0.1
H 22.840 22.036 12.269 -0.5 0.0 0.6
H 23.075 24.142 14.277 0.5 0.3 0.4
C 15.952 24.436 6.434 -0.9 -0.1 -0.2
O 16.833 23.794 7.351 -0.3 0.5 0.0
H 16.479 24.854 5.577 0.0 -0.1 -0.1
H 15.150 23.760 6.136 0.3 -0.4 -0.5
H 15.325 25.214 6.870 0.8 0.3 0.6
H 17.218 23.067 6.856 0.3 -0.2 0.2
C 17.558 27.505 10.613 0.6 1.1 -0.7
C 17.032 26.509 9.636 -0.8 -1.3 0.4
O 17.992 25.462 9.549 0.5 0.3 0.1
H 17.795 27.068 11.583 -0.1 0.0 -0.1
H 16.936 28.392 10.733 -0.4 -0.2 0.1
H 18.453 27.899 10.132 0.5 0.0 0.4
H 16.800 26.868 8.634 0.1 0.5 0.1
H 16.142 26.035 10.049 -0.6 0.2 -0.1
H 17.683 24.846 8.881 -0.1 -0.4 -0.3
C 22.758 20.150 15.895 0.2 -0.5 -0.2
C 21.919 18.882 16.007 0.7 -0.7 -0.4
O 20.660 19.142 16.520 -1.4 0.4 1.2
H 23.081 20.455 16.890 0.0 0.1 0.1
H 22.214 20.975 15.435 -0.2 0.0 0.0
H 23.656 19.984 15.301 0.1 -0.1 0.0
H 22.370 18.123 16.645 0.6 0.0 0.0
H 21.677 18.350 15.087 0.6 0.3 -0.4
H 20.740 19.236 17.472 -0.2 0.1 0.1
```
Positions in Å, forces in eV/Å.

Calculated values
* E_HOMO: -8.58 eV
* E_LUMO: 0.37 eV

***

No. 2
C4H11N3 | ωB97M-V/def2-TZVPD

```
18
Properties=species:S:1:pos:R:3:forces:R:3
C -1.445 -0.859 0.815 2.1 -2.3 -1.4
C 1.096 1.320 -0.662 0.8 1.8 -2.8
C -0.761 0.269 -1.837 -0.3 2.5 -0.4
C -0.228 1.360 -1.260 -1.7 -1.7 -0.8
N -0.639 -0.577 1.767 -0.5 2.7 3.3
N 1.191 -1.792 1.269 2.0 1.1 0.5
N 0.614 -0.774 2.065 -0.6 0.0 1.3
H -2.373 -0.464 0.727 -2.5 1.2 0.2
H -1.009 -1.363 0.003 0.0 -0.9 -0.8
H 1.564 0.415 -0.891 0.9 -1.5 -0.6
H 1.679 2.150 -1.136 0.0 -0.5 1.1
H 0.982 1.332 0.349 0.2 0.7 3.0
H -0.185 -0.577 -2.098 0.6 -0.9 0.1
H -1.135 0.076 2.461 1.6 -1.2 -0.9
H -1.761 0.314 -2.236 -0.3 -0.1 0.0
H -0.827 2.254 -1.110 -0.1 -0.1 -0.1
H 2.273 -1.625 1.429 -2.9 -0.5 -0.6
H 0.963 -1.460 0.345 0.6 -0.4 -1.2
```
Positions in Å, forces in eV/Å.

Calculated values
* E_HOMO (spin up / spin down): -7.07 / -7.07 eV
* ΔE to the lowest compared entry with this formula, charge and spin: 135.0 kcal/mol
* E_LUMO (spin up / spin down): 0.93 / 0.93 eV